C23H30BN4O6ReS3 as an isolated structure at a distorted geometry. Source: the OMol25 dataset; level of theory: ωB97M-V/def2-TZVPD.

Computed properties:
- E_HOMO (spin up / spin down): -10.710 / -10.730 eV
- Orbital gap (spin up / spin down): 0.18649 / 0.21534 Ha
- Multiplicity: 2
- ⟨S²⟩: 0.9972
- Lowest unoccupied orbital energy (spin up / spin down): -5.64 / -4.87 eV
- ΔE to the lowest compared entry with this formula, charge and spin: 1.559 eV
- F_max: 3.2 eV/A
- Total charge: +1
- E_tot: -77891.563 eV

Each line ends with the Löwdin spin population.
Geometry (Å):
Re (-0.293, -0.410, 0.085)  1.002
N (1.942, -0.016, -0.085)  0.000
C (2.178, 1.431, 0.068)  0.002
C (0.939, 2.218, -0.483)  0.007
O (1.052, 3.344, -0.884)  0.013
O (-0.150, 1.538, -0.414)  0.073
H (2.551, -0.545, 0.540)  0.003
H (2.158, -0.292, -1.048)  0.000
H (3.080, 1.769, -0.446)  0.000
H (2.252, 1.684, 1.129)  0.000
C (-3.032, 1.523, 0.109)  -0.002
S (-2.718, -0.235, -0.231)  -0.009
C (-3.586, -0.974, 1.190)  0.008
H (-2.894, 1.734, 1.163)  0.000
H (-4.037, 1.775, -0.212)  0.000
H (-2.305, 2.082, -0.472)  0.000
H (-4.653, -0.842, 1.040)  0.001
H (-3.260, -0.500, 2.109)  0.000
H (-3.346, -2.030, 1.202)  0.000
C (1.587, -0.213, 8.760)  0.000
C (0.674, -1.179, 7.991)  0.000
C (-0.632, -1.404, 8.771)  0.000
C (1.390, -2.527, 7.866)  0.000
C (0.321, -0.577, 6.640)  0.002
C (-0.425, 0.611, 6.591)  0.003
C (-0.870, 1.188, 5.414)  0.001
C (-0.543, 0.537, 4.238)  0.002
O (-0.862, 0.808, 2.938)  0.007
B (-0.238, -0.153, 2.170)  0.012
O (0.464, -1.023, 2.987)  0.009
C (0.257, -0.611, 4.270)  0.001
C (0.691, -1.186, 5.445)  0.001
H (1.853, -0.644, 9.723)  0.000
H (1.102, 0.742, 8.939)  0.000
H (2.502, -0.031, 8.201)  0.000
H (-0.420, -1.902, 9.713)  0.000
H (-1.309, -2.030, 8.194)  0.000
H (-1.138, -0.469, 8.992)  0.000
H (1.579, -2.932, 8.858)  0.000
H (2.350, -2.424, 7.366)  0.000
H (0.779, -3.246, 7.325)  0.000
H (-0.679, 1.110, 7.512)  0.000
H (-1.439, 2.102, 5.418)  0.000
H (1.285, -2.082, 5.407)  0.000
N (-7.021, -4.929, -0.018)  -0.002
C (-5.902, -4.534, -0.677)  -0.002
C (-4.810, -5.407, -0.826)  -0.001
C (-3.678, -4.995, -1.494)  -0.001
C (-3.618, -3.718, -2.024)  -0.001
C (-4.657, -2.820, -1.839)  -0.001
C (-5.793, -3.222, -1.170)  0.000
S (-2.168, -3.183, -2.902)  -0.002
O (-2.517, -2.227, -3.896)  0.000
O (-1.350, -4.317, -3.241)  0.004
N (-1.413, -2.363, -1.664)  -0.038
C (-0.670, -3.041, -0.854)  0.002
S (-0.247, -4.734, -0.977)  0.001
C (0.607, -4.580, 0.525)  -0.068
C (0.566, -3.314, 1.001)  0.014
N (-0.146, -2.436, 0.238)  -0.033
H (-7.158, -5.903, 0.191)  0.000
H (-7.839, -4.345, -0.043)  0.000
H (-4.868, -6.406, -0.422)  0.000
H (-2.842, -5.660, -1.641)  0.000
H (-4.563, -1.827, -2.246)  0.000
H (-6.621, -2.542, -1.037)  0.000
H (1.092, -5.430, 0.960)  -0.004
H (1.011, -2.951, 1.909)  0.001

C4H6N2O in the gas phase at a distorted geometry. Source: the OMol25 dataset; level of theory: ωB97M-V/def2-TZVPD.

Computed properties:
- E_HOMO: -9.572 eV
- Orbital gap: 0.36563 Ha
- Lowest unoccupied orbital energy: 0.38 eV
- ΔE to the lowest compared entry with this formula, charge and spin: 3.297 eV
- F_max: 1.1 eV/A
- E_tot: -9270.204 eV

Each line ends with the Mulliken charge.
Geometry (Å):
C (-2.258, -0.087, -0.190)  -1.229
C (-0.784, -0.338, 0.039)  -0.180
O (-0.209, 0.927, 0.434)  -0.095
C (1.073, 1.214, 0.466)  -0.387
N (1.867, 0.131, 0.151)  -0.030
C (3.201, 0.324, 0.036)  0.406
N (4.342, 0.467, -0.098)  -0.391
H (-2.390, 0.649, -0.988)  0.310
H (-2.758, -1.017, -0.476)  0.380
H (-2.722, 0.305, 0.719)  0.320
H (-0.307, -0.690, -0.883)  0.306
H (-0.611, -1.071, 0.837)  0.331
H (1.555, -0.816, -0.047)  0.257

C6H13N in the gas phase at a distorted geometry. Source: the OMol25 dataset; level of theory: ωB97M-V/def2-TZVPD.

Computed properties:
- E_HOMO: -7.892 eV
- Orbital gap: 0.32586 Ha
- Lowest unoccupied orbital energy: 0.98 eV
- SMILES: C/C=C/C[C@@H](C)N
- ΔE to the lowest compared entry with this formula, charge and spin: 3.208 eV
- F_max: 4.0 eV/A
- E_tot: -7919.625 eV

Each line ends with the Mulliken charge.
Geometry (Å):
C (1.545, -1.070, 1.081)  -1.245
C (1.356, 0.287, 0.225)  0.379
C (0.456, 0.094, -1.032)  -0.887
C (-1.022, 0.122, -0.934)  -0.216
C (-1.822, -0.156, 0.093)  -0.226
C (-3.037, 0.626, 0.229)  -1.173
N (2.597, 0.758, -0.313)  -0.656
H (2.015, -1.867, 0.483)  0.318
H (2.190, -0.809, 1.944)  0.351
H (0.535, -1.594, 1.355)  0.245
H (1.044, 0.935, 1.023)  0.322
H (0.769, -0.951, -1.279)  0.299
H (0.783, 0.669, -1.900)  0.402
H (-1.473, 0.150, -1.931)  0.305
H (-1.910, -1.087, 0.577)  0.419
H (-2.926, 1.266, 1.160)  0.247
H (-3.392, 1.415, -0.531)  0.314
H (-3.974, 0.176, 0.459)  0.344
H (3.345, 0.793, 0.387)  0.240
H (2.921, 0.245, -1.099)  0.219

C19H20F9O2Rh as an isolated structure at a distorted geometry. Source: the OMol25 dataset; level of theory: ωB97M-V/def2-TZVPD.

Computed properties:
- E_HOMO (spin up / spin down): 2.944 / -2.396 eV
- Orbital gap (spin up / spin down): 0.02610 / 0.21807 Ha
- Multiplicity: 5
- ⟨S²⟩: 6.0233
- Lowest unoccupied orbital energy (spin up / spin down): 3.65 / 3.54 eV
- F_max: 8.8 eV/A
- Total charge: -2
- E_tot: -51581.513 eV

Each line ends with the Löwdin spin population.
Geometry (Å):
Rh (-0.951, 0.488, 0.697)  1.391
C (2.504, 0.336, 1.067)  0.019
C (3.111, -0.327, -0.027)  0.304
C (2.603, 0.226, -1.242)  0.151
H (3.837, -1.146, 0.044)  0.022
C (1.773, 1.315, -0.889)  0.145
C (1.693, 1.392, 0.549)  0.340
H (1.168, 2.144, 1.167)  0.014
H (2.643, 0.076, 2.107)  -0.005
H (2.817, -0.139, -2.252)  0.018
H (1.330, 2.025, -1.593)  0.006
C (-2.895, 0.951, 0.781)  0.109
C (-2.083, 2.095, 1.127)  0.102
C (-1.195, 2.361, 0.018)  0.099
H (-2.197, 2.665, 2.048)  0.013
C (-1.479, 1.425, -1.008)  0.078
C (-2.513, 0.554, -0.560)  0.083
H (-2.919, -0.265, -1.150)  0.019
H (-3.661, 0.463, 1.403)  0.017
H (-0.451, 3.146, -0.118)  0.012
H (-1.064, 1.457, -2.013)  0.012
O (-0.062, -1.026, -2.300)  0.020
C (-0.195, -0.761, -3.735)  0.003
C (0.497, -2.078, -4.131)  0.230
C (0.540, 0.493, -4.118)  0.125
C (-1.649, -0.682, -4.123)  0.130
C (0.499, -2.341, -2.615)  0.063
H (1.493, -1.951, -4.562)  0.082
H (-0.130, -2.750, -4.713)  0.083
H (-0.180, -3.149, -2.319)  0.016
H (1.490, -2.461, -2.169)  0.015
H (0.362, 0.717, -5.176)  0.055
H (1.619, 0.399, -3.965)  0.022
H (0.192, 1.349, -3.529)  0.009
H (-1.736, -0.698, -5.213)  0.059
H (-2.095, 0.243, -3.752)  0.012
H (-2.196, -1.531, -3.714)  0.020
F (0.366, -2.678, 3.702)  0.001
C (0.816, -1.549, 4.292)  0.002
F (0.780, -1.712, 5.632)  0.001
F (2.128, -1.420, 3.923)  0.001
C (-0.038, -0.307, 3.780)  0.006
O (0.085, -0.375, 2.462)  0.085
C (-1.545, -0.476, 4.306)  0.002
F (-1.618, -0.649, 5.645)  0.000
F (-2.294, 0.616, 3.994)  0.002
F (-2.145, -1.545, 3.729)  0.003
C (0.583, 0.968, 4.485)  0.001
F (0.504, 0.930, 5.831)  0.000
F (1.887, 1.081, 4.155)  0.000
F (-0.028, 2.098, 4.046)  0.000

An isolated ion of composition C5H10N and charge +1 at a distorted geometry. Source: the OMol25 dataset; level of theory: ωB97M-V/def2-TZVPD.

Computed properties:
- E_HOMO (spin up / spin down): -10.264 / -15.393 eV
- Orbital gap (spin up / spin down): 0.24524 / 0.31022 Ha
- Multiplicity: 3
- ⟨S²⟩: 2.0208
- Lowest unoccupied orbital energy (spin up / spin down): -3.59 / -6.95 eV
- ΔE to the lowest compared entry with this formula, charge and spin: 1.761 eV
- F_max: 8.0 eV/A
- Total charge: +1
- E_tot: -6824.471 eV

Each line ends with the Löwdin spin population.
Geometry (Å):
C (-2.384, -0.446, -0.312)  0.416
C (-1.478, -0.419, 0.681)  0.125
C (0.843, 0.518, 1.090)  0.642
C (-0.042, -0.271, 0.429)  0.490
C (1.904, 0.981, 0.190)  0.114
N (0.374, -0.790, -0.921)  0.047
H (-2.250, -0.468, -1.413)  0.021
H (-3.436, -0.486, -0.013)  0.021
H (-1.734, -0.453, 1.813)  0.002
H (0.513, 1.061, 1.945)  0.029
H (1.674, 2.077, 0.006)  0.043
H (1.782, 0.373, -0.633)  -0.001
H (2.881, 1.069, 0.555)  0.026
H (-0.359, -1.496, -0.951)  0.004
H (1.311, -1.251, -0.907)  0.009
H (0.402, 0.001, -1.560)  0.012

A 2-piece molecular cluster, C2H3Cl2O3P overall at a distorted geometry. Source: the OMol25 dataset; level of theory: ωB97M-V/def2-TZVPD.

Computed properties:
- E_HOMO: 0.267 eV
- Orbital gap: 0.18763 Ha
- Lowest unoccupied orbital energy: 5.37 eV
- ΔE to the lowest compared entry with this formula, charge and spin: 2.019 eV
- F_max: 5.4 eV/A
- Total charge: -2
- E_tot: -42598.441 eV

Each line ends with the Mulliken charge.
Geometry (Å):
C (0.825, 0.053, -0.366)  -0.644
C (-1.017, -0.856, 0.365)  -0.291
O (-1.978, 1.560, 0.723)  -0.780
O (-3.581, -0.426, 0.520)  -0.767
O (-2.482, 0.453, -1.579)  -0.816
P (-2.419, 0.330, -0.048)  0.841
Cl (2.336, -0.491, 0.373)  -0.304
Cl (-0.956, -2.632, -0.299)  -0.296
H (0.775, -0.193, -1.402)  0.353
H (0.788, 1.045, -0.274)  0.393
H (-0.724, -1.023, 1.497)  0.312